This record from OMol25 describes a structure of composition C41H49BF3N6OS6Ti. The level of theory is ωB97M-V/def2-TZVPD.

Element x y z (Å)
1 Ti -1.13289 1.15331 1.61922
2 C -1.14978 3.40337 -3.57664
3 C -0.55451 2.04816 -3.40417
4 C -0.02260 1.35311 -4.44731
5 C 0.52232 0.06165 -4.24912
6 N 0.51298 -0.47908 -3.06539
7 N -0.01662 0.19640 -2.04518
8 B 0.14411 -0.61347 -0.78994
9 N 1.25049 -0.20115 0.01943
10 N 2.17086 0.54975 -0.70163
11 C 3.35854 0.71688 -0.19950
12 C 3.73652 0.21058 1.06160
13 C 2.75324 -0.32099 1.89434
14 C 3.03023 -0.60993 3.33616
15 C 1.47746 -0.48036 1.38983
16 S 0.09717 -0.81300 2.39083
17 C 4.34512 1.47580 -1.07515
18 C 3.62588 2.19192 -2.21875
19 C 5.33162 0.45631 -1.65861
20 C 5.10640 2.51108 -0.23896
21 N -0.53790 -1.90231 -0.63948
22 N 0.28867 -2.79108 -0.02135
23 C -0.12578 -3.97842 0.25901
24 C -1.46081 -4.37877 -0.04909
25 C -2.29069 -3.53530 -0.70438
26 C -3.68765 -3.91949 -1.05373
27 C -1.80733 -2.22072 -1.09258
28 S -2.75746 -1.20788 -1.99148
29 C 0.90492 -4.90882 0.88584
30 C 1.74679 -4.13497 1.90392
31 C 1.81044 -5.42947 -0.23766
32 C 0.23691 -6.08973 1.59015
33 C -0.54887 1.42469 -2.11061
34 S -1.26781 2.23794 -0.80569
35 C 1.12271 -0.79383 -5.35416
36 C 1.21271 -0.03046 -6.67525
37 C 0.22772 -2.02522 -5.53524
38 C 2.52843 -1.23221 -4.93008
39 H -1.08936 3.71848 -4.61583
40 H -2.19292 3.39693 -3.25888
41 H -0.63592 4.12937 -2.94630
42 H -0.02141 1.79354 -5.43350
43 H 4.74305 0.34524 1.42611
44 H 4.08813 -0.47964 3.55728
45 H 2.45023 0.06894 3.96330
46 H 2.73398 -1.62462 3.60070
47 H 3.05384 1.49294 -2.82592
48 H 2.93626 2.94641 -1.83978
49 H 4.36387 2.68747 -2.85222
50 H 4.81018 -0.25697 -2.29728
51 H 6.08836 0.96653 -2.25614
52 H 5.83934 -0.09955 -0.87039
53 H 4.41863 3.15794 0.30590
54 H 5.77589 2.04359 0.48137
55 H 5.71370 3.13623 -0.89434
56 H -1.81075 -5.35912 0.23913
57 H -3.94585 -4.87258 -0.59576
58 H -4.38392 -3.14836 -0.72658
59 H -3.79952 -3.99437 -2.13605
60 H 2.26599 -3.30657 1.42803
61 H 1.11900 -3.72754 2.69598
62 H 2.48522 -4.80117 2.35277
63 H 2.31945 -4.60075 -0.72872
64 H 2.56132 -6.10749 0.16851
65 H 1.23391 -5.97132 -0.98876
66 H -0.47919 -5.75553 2.34178
67 H -0.27602 -6.74975 0.89017
68 H 0.99942 -6.68241 2.09567
69 H 0.22720 0.23992 -7.05629
70 H 1.81033 0.87723 -6.57818
71 H 1.69051 -0.66212 -7.42367
72 H -0.78645 -1.73547 -5.81201
73 H 0.63034 -2.66481 -6.32127
74 H 0.17477 -2.59669 -4.61007
75 H 3.18134 -0.36905 -4.79032
76 H 2.49272 -1.78717 -3.99496
77 H 2.96466 -1.86854 -5.70020
78 F -0.06900 3.67925 1.61213
79 C 0.58189 2.44302 1.52210
80 F 1.25899 2.32733 2.73742
81 H 1.36198 2.55599 0.75564
82 O -1.77635 1.82357 3.11805
83 C -3.04196 2.29559 3.54167
84 C -3.84404 2.59763 2.29346
85 C -3.52328 3.55305 1.36705
86 C -4.39376 3.53371 0.25070
87 C -5.35115 2.57095 0.36161
88 S -5.20612 1.67891 1.80975
89 C -3.68229 1.21344 4.37774
90 C -4.87032 1.25101 5.04783
91 C -5.16717 0.02784 5.69475
92 C -4.19534 -0.90554 5.49911
93 S -2.91599 -0.31163 4.53483
94 C -2.78357 3.55690 4.34415
95 C -1.56870 4.05994 4.69389
96 C -1.67407 5.27149 5.42719
97 C -2.96208 5.66367 5.60753
98 S -4.06474 4.57034 4.88423
99 H -2.69731 4.24007 1.49458
100 H -4.30736 4.19934 -0.59313
101 H -6.13428 2.33598 -0.33757
102 H -5.51426 2.11566 5.07845
103 H -6.05756 -0.14477 6.27871
104 H -4.15957 -1.91081 5.88062
105 H -0.63922 3.58386 4.42415
106 H -0.82595 5.82465 5.79799
107 H -3.32850 6.53452 6.12304
108 F -2.38078 0.09159 0.89985

Expectation value of S²: 0.78
E_HOMO (spin up / spin down): -6.288 / -7.981 eV
Energy: -151259.3660 eV
HOMO-LUMO gap (spin up / spin down): 5.83 / 7.26 eV
Lowest unoccupied orbital energy (spin up / spin down): -0.45 / -0.72 eV
Spin multiplicity: 2

These are the Mulliken partial charges, in e, on atoms 1 to 2: Ti 1.19; C -1.86

=====

This record from OMol25 describes a structure of composition C41H49BO2P2V at a distorted geometry. The level of theory is ωB97M-V/def2-TZVPD.

Element x y z (Å)
1 V 1.11881 -4.00495 -0.18186
2 C 3.15103 -4.67181 -0.30043
3 C 3.08246 -4.00935 -1.52388
4 C 2.91015 -4.65400 -2.84680
5 C 1.71404 -5.64119 -2.96291
6 C 0.64576 -5.43558 -1.92347
7 C 0.62338 -5.98778 -0.66798
8 C 1.74194 -6.77436 -0.06109
9 C 3.17922 -6.18027 -0.23326
10 C -1.46782 -0.28996 0.36904
11 H 3.51112 -4.16822 0.59050
12 H 3.33695 -2.92851 -1.55426
13 H 3.82107 -5.16533 -3.18007
14 H 2.83220 -3.95281 -3.66175
15 H 1.33248 -5.62257 -4.02852
16 H 2.15276 -6.62657 -2.82044
17 H -0.25671 -5.07726 -2.37529
18 H -0.31274 -6.05507 -0.09282
19 H 1.78786 -7.85429 -0.31851
20 H 1.60148 -6.90669 1.02295
21 H 3.84217 -6.60890 0.55810
22 H 3.58299 -6.61290 -1.14059
23 H -0.58861 -0.40885 1.02188
24 H -2.34616 -0.19916 1.00409
25 H -1.34999 0.48680 -0.37966
26 P 2.11017 -0.52933 -0.94047
27 P -1.71319 -1.80474 -0.47520
28 C 0.93230 -1.73679 -1.63425
29 C -0.40136 -2.16143 -1.65113
30 C 3.11359 0.22530 -2.37534
31 C 3.79727 -0.55755 -3.31727
32 C 4.51699 0.04870 -4.32438
33 C 4.47477 1.42416 -4.42146
34 C 3.81598 2.25663 -3.54313
35 C 3.09264 1.61440 -2.54924
36 C 3.31727 -1.34075 0.17971
37 C 2.79674 -2.08015 1.31781
38 C 3.71150 -2.29869 2.35840
39 C 5.08428 -2.13408 2.24926
40 C 5.58193 -1.63372 1.03465
41 C 4.74337 -1.17144 -0.01539
42 C -3.07918 -1.68574 -1.64749
43 C -2.88934 -0.68354 -2.62625
44 C -3.85011 -0.54092 -3.63202
45 C -4.99670 -1.36305 -3.60864
46 C -5.20724 -2.28175 -2.55836
47 C -4.26115 -2.42493 -1.53998
48 C -2.08515 -3.13440 0.75452
49 C -2.27552 -2.82543 2.11436
50 C -2.42058 -3.84916 3.06827
51 C -2.32847 -5.19721 2.67414
52 C -2.16260 -5.51116 1.32617
53 C -1.97144 -4.48929 0.37517
54 H 1.28574 -1.85702 -2.65895
55 H -0.38953 -3.18214 -2.15665
56 H 3.80214 -1.64752 -3.27542
57 H 5.00613 -0.52965 -5.08904
58 H 5.06768 1.88534 -5.17009
59 H 3.83745 3.33416 -3.64602
60 H 2.47923 2.20323 -1.88211
61 H 2.14059 -3.12779 1.39536
62 H 3.32476 -2.76997 3.23558
63 H 5.71883 -2.36115 3.09270
64 H 6.65705 -1.54810 0.93452
65 H 5.16668 -0.76042 -0.97108
66 H -1.94795 -0.14263 -2.70944
67 H -3.73869 0.17968 -4.44396
68 H -5.78057 -1.17774 -4.34228
69 H -6.13018 -2.85079 -2.54292
70 H -4.39474 -3.18977 -0.77428
71 H -2.37041 -1.78106 2.41584
72 H -2.64005 -3.66799 4.11495
73 H -2.49013 -5.99891 3.43572
74 H -2.14141 -6.57983 1.07496
75 H -1.81029 -4.79335 -0.66304
76 C 1.76291 3.74930 2.10426
77 C 0.88507 2.74138 1.44347
78 C -0.39621 2.45863 2.27794
79 O 1.58266 1.50191 1.22892
80 B 1.17113 0.89520 0.01672
81 O 0.53183 1.88439 -0.75681
82 C 0.53316 3.17897 -0.07365
83 C -0.88645 3.77122 -0.31059
84 C 1.57755 4.03400 -0.73719
85 H 2.79054 3.74701 1.71428
86 H 1.90076 3.41193 3.11217
87 H 1.27348 4.71612 2.12169
88 H -0.06561 2.22009 3.31523
89 H -0.92296 3.40879 2.40401
90 H -1.08752 1.67981 1.91604
91 H -0.92907 4.79221 0.14435
92 H -1.09146 3.79764 -1.40998
93 H -1.69593 3.12303 0.13201
94 H 2.59211 3.67822 -0.53845
95 H 1.45527 4.07007 -1.80549
96 H 1.34896 5.01094 -0.32414

Expectation value of S²: 4.03
E_HOMO (spin up / spin down): -4.112 / -4.739 eV
Energy: -92339.5243 eV
HOMO-LUMO gap (spin up / spin down): 4.50 / 5.12 eV
Lowest unoccupied orbital energy (spin up / spin down): 0.39 / 0.38 eV
Spin multiplicity: 4

These are the Mulliken partial charges, in e, on atoms 1 to 2: V 0.61; C 0.07

=====

This record from OMol25 describes a cluster of 3 separate species, C41H49F30N2O2 in total at a distorted geometry. The level of theory is ωB97M-V/def2-TZVPD.

Element x y z (Å)
1 C -1.93222 -4.11623 3.37425
2 C -2.83958 -4.94373 3.94729
3 C -2.40832 -6.09747 4.82114
4 O -2.16891 -5.81243 5.95903
5 O -2.36857 -7.37716 4.37598
6 C -1.46083 -7.59329 3.27652
7 C -0.34990 -8.56556 3.67871
8 C 1.05161 -7.94040 3.73334
9 C 1.44747 -7.11861 2.48477
10 C 1.87842 -5.70049 2.87843
11 C 1.84089 -4.74473 1.68382
12 C 2.28057 -3.34451 1.99048
13 C 2.52771 -2.92978 3.28479
14 C 2.93310 -1.62667 3.51255
15 N 3.07390 -0.81765 2.47370
16 C 3.51360 0.59125 2.70695
17 F 2.86130 1.04535 3.77372
18 F 3.14051 1.29640 1.65599
19 C 5.09001 0.69311 2.83831
20 F 5.56500 -0.52700 2.48347
21 F 5.56458 1.56195 1.95802
22 C 5.64335 0.97007 4.27510
23 F 4.93600 0.25377 5.17082
24 F 6.88317 0.44668 4.27915
25 C 5.85267 2.45624 4.72467
26 F 6.87463 2.92520 3.99676
27 F 6.24255 2.42627 6.00775
28 C 4.68651 3.47312 4.58794
29 F 5.23976 4.69613 4.69303
30 F 4.15145 3.40160 3.35705
31 C 3.55647 3.40297 5.67465
32 F 2.39475 3.66305 5.04403
33 F 3.45489 2.16726 6.20650
34 C 3.67590 4.43733 6.83045
35 F 3.32629 5.64811 6.39018
36 F 4.92607 4.46349 7.31892
37 C 2.73923 4.08500 8.03511
38 F 2.67985 5.17366 8.80763
39 F 3.24475 3.09636 8.76419
40 F 1.50537 3.79598 7.63166
41 N 2.86046 -1.14097 1.21993
42 C 2.45180 -2.36436 0.96624
43 C 2.18006 -2.65901 -0.48265
44 C 0.68709 -2.78846 -0.82970
45 C -0.04299 -1.46069 -0.97215
46 F 0.45693 -0.56717 -0.07659
47 F -1.34139 -1.65091 -0.64035
48 C 0.07134 -0.80122 -2.39431
49 F 0.52887 0.45361 -2.30353
50 F 1.04113 -1.49371 -3.05596
51 C -1.18838 -0.91346 -3.29730
52 F -0.81951 -0.60864 -4.54178
53 F -1.49781 -2.23614 -3.29127
54 C -2.50861 -0.13844 -2.92479
55 F -3.34018 -0.95341 -2.26938
56 F -3.11076 0.18512 -4.08959
57 C -2.43089 1.19274 -2.12405
58 F -3.70906 1.51089 -1.84783
59 F -1.81343 1.02176 -0.94286
60 C -1.81300 2.42210 -2.89539
61 F -1.00199 3.08773 -2.07543
62 F -2.78172 3.25245 -3.26733
63 F -1.15232 2.03700 -3.98637
64 H -1.91700 -3.04264 3.53105
65 H -1.13188 -4.53630 2.76527
66 H -3.90619 -4.81087 3.78536
67 H -1.06384 -6.63269 2.94858
68 H -2.03539 -8.00207 2.44464
69 H -0.37768 -9.46150 3.05800
70 H -0.58846 -8.90191 4.68940
71 H 1.08951 -7.31625 4.62987
72 H 1.76190 -8.75323 3.88635
73 H 0.63203 -7.10439 1.75879
74 H 2.28912 -7.63256 2.01635
75 H 1.20225 -5.35746 3.66512
76 H 2.90238 -5.75560 3.25748
77 H 0.79303 -4.68940 1.37027
78 H 2.41115 -5.17322 0.85735
79 H 2.40235 -3.59107 4.12853
80 H 3.11034 -1.27077 4.51754
81 H 2.63995 -3.63014 -0.68336
82 H 2.69919 -1.94464 -1.11782
83 H 0.17454 -3.26832 0.00655
84 H 0.51882 -3.42594 -1.69294
85 C -6.13506 0.55148 -4.21629
86 C -6.50916 2.02460 -4.07834
87 C -7.74528 2.26064 -3.21218
88 C -9.03390 1.63117 -3.74448
89 C -9.43284 2.07425 -5.15118
90 C -9.71788 3.56930 -5.25942
91 H -6.92654 -0.02122 -4.70213
92 H -5.23892 0.44155 -4.82006
93 H -5.94399 0.10546 -3.23719
94 H -6.65351 2.45966 -5.07074
95 H -5.66827 2.56170 -3.63017
96 H -7.88953 3.33714 -3.08679
97 H -7.55561 1.86569 -2.20852
98 H -9.84759 1.87005 -3.05267
99 H -8.94159 0.54145 -3.72944
100 H -10.32961 1.52278 -5.44446
101 H -8.65668 1.79640 -5.86964
102 H -10.52106 3.86184 -4.58014
103 H -10.02540 3.83201 -6.27222
104 H -8.83725 4.16759 -5.02056
105 C 2.11141 2.94262 -3.10682
106 C 1.96253 4.42709 -3.42708
107 C 1.57942 4.69496 -4.88174
108 C 2.60379 4.22230 -5.91489
109 C 4.00387 4.81085 -5.74821
110 C 4.04685 6.32851 -5.89963
111 H 2.90872 2.48205 -3.69324
112 H 2.35398 2.79816 -2.05133
113 H 1.18767 2.41376 -3.31637
114 H 2.88733 4.95289 -3.17555
115 H 1.18737 4.85071 -2.78275
116 H 1.39967 5.76557 -5.00829
117 H 0.62336 4.20463 -5.09371
118 H 2.22977 4.47192 -6.91233
119 H 2.67289 3.13071 -5.88858
120 H 4.65734 4.36323 -6.50123
121 H 4.42034 4.52771 -4.77713
122 H 3.67504 6.63155 -6.88023
123 H 5.06809 6.69827 -5.80144
124 H 3.44454 6.82847 -5.13961

E_HOMO: -11.472 eV
Energy: -131902.4561 eV
HOMO-LUMO gap: 6.46 eV
Lowest unoccupied orbital energy: -5.01 eV
Spin multiplicity: 1
Net charge: +1

These are the Mulliken partial charges, in e, on atoms 1 to 2: C -0.52; C -0.34

=====

This record from OMol25 describes a structure of composition C41H49MnN5S at a distorted geometry. The level of theory is ωB97M-V/def2-TZVPD.

Element x y z (Å)
1 Mn 0.06742 0.10805 -0.16559
2 C 2.64958 -5.57281 -1.55959
3 C 1.31398 -5.38663 -0.83577
4 C 1.21597 -4.06449 -0.13875
5 C 1.69529 -3.73155 1.09112
6 C 2.38602 -4.61541 2.08255
7 C 1.46668 -5.03975 3.23095
8 C 1.36677 -2.32894 1.30420
9 C 1.73759 -1.57027 2.43279
10 C 1.38321 -0.25627 2.69289
11 C 1.66601 0.44654 3.95162
12 C 2.50090 -0.08573 5.07251
13 C 3.98724 -0.17636 4.71785
14 C 1.01968 1.63331 3.88467
15 C 0.33659 1.66629 2.58588
16 C -0.52986 2.65594 2.17821
17 C -1.25147 2.69639 0.96344
18 N -1.10354 1.81567 -0.03121
19 C -1.91439 2.22854 -1.07520
20 C -1.89594 1.66157 -2.33221
21 C -1.19775 0.48146 -2.71097
22 N -1.05735 -0.59679 -1.87486
23 C -0.28040 -1.47588 -2.57383
24 C 0.21408 -2.68373 -2.00168
25 C 0.61283 -2.86304 -0.69257
26 N 0.70745 -1.84273 0.24325
27 C 0.03028 -0.98556 -3.88213
28 C -0.55372 0.26520 -3.96814
29 C -0.57043 1.31554 -5.04537
30 C 0.22580 1.04101 -6.31495
31 C 0.85414 -1.77350 -4.86100
32 C 0.01479 -2.78474 -5.64713
33 C -2.61509 3.43670 -0.67921
34 C -2.20826 3.72569 0.58868
35 C -2.60516 4.88435 1.44903
36 C -1.59588 6.03526 1.40047
37 C -3.57427 4.19455 -1.54069
38 C -2.88797 5.28944 -2.36285
39 N 0.62636 0.53113 1.88953
40 C 0.92499 2.69191 4.93764
41 C -0.23763 2.44097 5.90127
42 H 3.48114 -5.50834 -0.85536
43 H 2.78775 -4.79974 -2.31868
44 H 2.70221 -6.54437 -2.05213
45 H 0.49709 -5.48109 -1.55343
46 H 1.17498 -6.19451 -0.11357
47 H 3.26182 -4.09813 2.48876
48 H 2.76738 -5.50481 1.57494
49 H 1.09611 -4.16945 3.77362
50 H 1.98967 -5.68807 3.93525
51 H 0.59967 -5.57804 2.84606
52 H 2.30482 -2.08593 3.19778
53 H 2.13442 -1.07291 5.36903
54 H 2.38066 0.55753 5.94643
55 H 4.13841 -0.81398 3.84593
56 H 4.56707 -0.58582 5.54604
57 H 4.38160 0.81509 4.48379
58 H -0.69425 3.47755 2.86365
59 H -2.38616 2.22378 -3.12026
60 H 0.39785 -3.51539 -2.67408
61 H -0.22145 2.25847 -4.61450
62 H -1.61585 1.49640 -5.32377
63 H 1.29192 0.95459 -6.10520
64 H 0.09525 1.86414 -7.01834
65 H -0.10262 0.12617 -6.81003
66 H 1.64007 -2.30444 -4.31575
67 H 1.37131 -1.11522 -5.55361
68 H -0.40967 -3.54137 -4.98486
69 H 0.61120 -3.29165 -6.40757
70 H -0.81962 -2.28567 -6.14238
71 H -2.71773 4.54846 2.48341
72 H -3.58864 5.24580 1.13960
73 H -1.91488 6.86637 2.03093
74 H -1.47825 6.40418 0.38131
75 H -0.61378 5.70438 1.74170
76 H -4.35293 4.63883 -0.91616
77 H -4.08446 3.50164 -2.21280
78 H -2.46442 6.05531 -1.71292
79 H -3.59320 5.77094 -3.04143
80 H -2.07258 4.87166 -2.95557
81 H 0.80466 3.66982 4.46662
82 H 1.86307 2.73921 5.49577
83 H -1.18207 2.39399 5.35753
84 H -0.30958 3.23228 6.64842
85 H -0.10882 1.48944 6.41896
86 S 2.38306 1.20314 -1.12763
87 C 3.40174 0.00089 -0.51572
88 N 4.20872 0.30770 0.53838
89 C 5.06373 -0.55530 1.13451
90 C 5.17003 -1.82975 0.67736
91 C 4.37891 -2.20695 -0.42829
92 C 3.52388 -1.31676 -1.01335
93 H 4.09650 1.24466 0.90385
94 H 5.62754 -0.16536 1.96853
95 H 5.85078 -2.52113 1.15025
96 H 4.44599 -3.21266 -0.81916
97 H 2.90742 -1.59277 -1.85652

Expectation value of S²: 8.76
E_HOMO (spin up / spin down): -6.343 / -6.327 eV
Energy: -92921.8151 eV
HOMO-LUMO gap (spin up / spin down): 5.78 / 5.65 eV
Lowest unoccupied orbital energy (spin up / spin down): -0.56 / -0.68 eV
Spin multiplicity: 6

These are the Mulliken partial charges, in e, on atoms 1 to 2: Mn 0.62; C -1.02